[1]
ORCA calculation (wB97M-V/def2-TZVPD) on C40H30AgClF15GeN5SSi as an isolated structure.

Each line ends with the Löwdin charge.
CARTESIAN COORDINATES (ANGSTROEM)
C  -1.306  -0.798  1.445  -0.3479
H  -1.849  0.154  1.556  -0.0524
N  0.386  -3.567  1.699  -0.2134
H  -1.506  -4.056  2.423  0.0703
C  1.335  -0.701  6.207  -0.1128
H  -6.385  -2.325  5.622  0.0831
H  2.962  -4.114  0.611  0.1008
C  -0.148  0.236  -6.501  -0.1484
C  1.968  4.280  -3.681  -0.2435
F  -0.054  -0.279  -4.252  0.1029
N  2.959  0.333  -3.186  0.1369
C  -3.575  3.783  -0.524  -0.1451
H  3.247  1.125  -3.729  0.0787
H  1.068  -6.773  0.754  0.0925
N  3.211  -1.959  -2.729  0.0969
C  0.034  0.604  4.132  -0.1030
H  5.100  -1.791  -4.179  0.0850
H  -2.359  -0.846  5.725  0.0899
F  -0.969  4.128  -5.628  0.0899
H  0.451  -2.493  5.433  0.0892
C  -4.694  3.549  -1.287  -0.1531
C  0.369  5.564  -2.575  -0.2144
F  0.087  -1.034  -6.813  0.1223
C  0.811  1.329  5.029  -0.1005
N  1.396  -2.103  -1.030  0.1149
C  -5.175  -2.738  3.886  -0.1177
H  3.739  -3.932  2.176  0.1064
C  -2.876  -1.914  3.934  -0.2172
F  -1.279  3.745  -0.276  0.1007
H  2.082  1.239  6.764  0.0854
H  5.083  -0.111  -4.442  0.0834
C  2.374  -5.606  2.083  -0.1987
C  0.985  -5.976  1.502  -0.1827
Ag  0.688  -0.329  0.358  0.4638
C  3.540  -0.862  -3.341  -0.5255
H  0.332  -6.343  2.301  0.0909
C  0.668  4.381  -3.220  -0.1218
C  -3.927  -2.585  3.291  -0.1115
F  -5.655  2.793  -3.281  0.1084
C  -4.394  -1.529  5.807  -0.1179
S  0.927  1.544  -1.601  0.3094
C  2.796  -4.187  1.689  -0.1932
F  4.168  5.103  -3.950  0.1128
H  2.204  0.491  -2.505  -0.1311
F  -0.822  3.339  -8.185  0.1052
C  0.341  -4.742  0.855  -0.2251
H  3.130  -6.328  1.761  0.0896
H  0.921  2.400  4.905  0.0941
C  -0.118  -0.783  4.254  -0.2527
C  2.930  5.245  -3.476  -0.1477
N  4.559  -0.949  -4.264  0.1221
F  -0.889  5.829  -2.185  0.0918
H  0.852  -4.508  -0.082  0.0898
C  -3.146  -1.385  5.202  -0.0962
C  -2.327  3.508  -1.051  -0.2480
C  -5.413  -2.210  5.153  -0.1337
C  -0.625  -3.487  2.749  -0.2423
H  2.339  -5.654  3.178  0.0974
C  2.457  0.492  1.572  -0.6779
Cl  4.075  -0.184  0.906  0.1890
F  -3.253  2.250  -4.287  0.0915
H  -0.446  1.112  3.298  0.0960
C  2.596  6.383  -2.777  -0.1509
C  -4.563  3.031  -2.551  -0.1516
H  -0.288  -3.958  3.700  0.0745
Si  -1.208  -1.685  2.995  0.5341
C  -0.610  2.461  -7.199  -0.1491
C  -0.333  1.151  -7.508  -0.1557
F  0.971  7.684  -1.711  0.1107
F  3.504  7.327  -2.563  0.1227
H  1.985  -2.189  1.705  0.0487
C  -0.455  1.968  -4.830  -0.1267
C  -0.216  0.651  -5.180  -0.2329
H  1.770  -3.081  3.212  0.1068
H  -5.969  -3.261  3.361  0.0869
F  -5.897  3.818  -0.805  0.1292
C  2.233  -1.988  -1.825  -0.3384
H  1.853  -1.216  7.010  0.0857
H  -4.571  -1.109  6.793  0.0870
F  -3.714  4.276  0.701  0.1269
Ge  -0.293  2.616  -2.942  0.6432
C  -2.147  3.018  -2.335  -0.1095
C  1.465  0.676  6.070  -0.1200
C  0.548  -1.417  5.308  -0.1150
C  -3.301  2.766  -3.051  -0.2138
C  1.740  -3.173  2.116  -0.2029
H  -1.833  -1.401  0.685  -0.0478
H  -0.700  -4.950  0.600  0.1096
F  -0.251  0.773  -8.776  0.1231
H  2.509  0.279  2.640  -0.0788
H  -3.761  -2.986  2.292  0.0956
F  2.349  3.191  -4.369  0.0711
C  1.306  6.553  -2.337  -0.1468
C  -0.669  2.845  -5.873  -0.2399
H  2.563  1.573  1.443  -0.0817

**Relative energy (zero: lowest compared OMol25 entry of this formula, charge and spin)**: 139.1 kJ/mol
**Spin multiplicity**: 1
**Net charge**: -2
**Gap between HOMO and LUMO**: 4.36 eV
**Total energy**: -181929.18138 eV
**HOMO level**: -0.6584 eV

---

[2]
ORCA calculation (wB97M-V/def2-TZVPD) on a 7-piece molecular cluster, C15H46N2O9 overall.

Each line ends with the Löwdin charge.
CARTESIAN COORDINATES (ANGSTROEM)
H  -3.117  5.659  -2.876  0.0921
H  -2.796  3.213  -3.229  0.1083
H  2.919  -4.427  2.444  0.1125
H  -2.363  6.508  -4.181  0.0894
C  3.223  -6.390  2.239  -0.2200
H  4.928  -5.413  5.665  0.0865
O  1.707  2.006  -1.465  -0.1380
C  -2.430  5.521  -3.723  -0.1398
H  2.716  -3.579  -1.244  0.1176
H  -2.512  -0.476  -5.168  0.0906
H  1.750  -1.232  -1.121  0.0835
C  -2.284  -0.170  -1.894  -0.1884
H  1.069  0.962  -3.161  0.0776
C  2.854  -3.505  -0.157  -0.2282
C  2.004  -1.310  -0.050  -0.1207
H  1.577  -5.061  0.674  0.1227
H  -3.767  0.297  -4.107  0.0728
H  -1.335  2.164  -3.087  0.1175
C  -3.266  1.153  2.296  -0.1740
H  -1.223  2.032  -0.139  0.0134
H  -3.725  0.754  -0.565  0.1148
H  3.893  -3.184  -0.023  0.1236
H  -1.509  0.490  1.674  0.0310
H  0.262  1.577  -0.137  0.0169
H  -0.201  3.964  -1.915  0.1107
H  -3.370  -1.436  -3.985  0.0913
H  -1.742  4.651  -1.425  0.1031
H  -3.050  1.402  3.340  0.0771
H  -2.741  -1.138  -1.669  0.1290
C  -1.225  4.125  -2.241  -0.1897
H  2.982  -0.847  0.100  0.0955
H  -1.331  -0.089  -1.371  0.1180
H  2.776  1.318  -3.113  0.0797
C  -2.004  2.846  -2.569  -0.1738
N  -2.550  2.281  -1.349  -0.0725
O  1.893  -2.629  0.407  -0.1775
O  -0.449  1.862  0.464  -0.1067
C  -1.654  5.421  1.350  -0.1785
H  4.087  -6.878  6.173  0.0859
C  3.980  -6.606  3.543  -0.2326
H  1.672  2.647  -3.409  0.0835
C  3.936  -5.881  5.752  -0.1294
O  0.993  0.893  2.779  -0.0654
H  -2.616  5.647  0.888  0.0754
H  -2.953  4.893  -4.449  0.0808
H  -0.964  5.367  3.146  0.0757
H  4.976  -6.166  3.419  0.1227
H  -1.254  4.442  1.069  0.0575
C  -3.208  0.958  -1.500  -0.1676
H  3.459  -5.226  6.482  0.0862
H  2.160  -6.556  2.468  0.1208
H  -3.337  2.851  -1.054  0.1238
O  -1.835  5.502  2.758  -0.1194
H  -0.977  6.190  0.954  0.0790
C  1.789  1.715  -2.847  -0.1368
H  2.064  2.863  -1.232  0.0900
C  2.638  -4.859  0.499  -0.2197
C  -2.964  -0.435  -4.180  -0.1029
H  3.521  -7.079  1.449  0.1162
O  -1.902  -0.186  -3.275  -0.2174
H  0.284  1.059  3.408  0.0317
O  -1.166  5.089  -3.300  -0.1723
H  4.049  -7.671  3.788  0.1220
H  0.646  1.211  1.928  -0.0174
H  -3.185  2.047  1.673  0.0638
O  -2.372  0.134  1.921  -0.1263
H  -3.942  1.066  -2.311  0.1061
H  1.207  -0.722  0.408  0.0709
N  3.383  -5.012  1.754  -0.0559
H  2.991  -5.603  -0.223  0.1145
O  3.252  -5.900  4.529  -0.1869
H  -4.322  0.882  2.300  0.0761

**Relative energy (zero: lowest compared OMol25 entry of this formula, charge and spin)**: 121.8 kJ/mol
**Spin multiplicity**: 1
**SMILES string**: COCCNCCOC.COCCNCCOC.CO.CO.CO.O.O
**Gap between HOMO and LUMO**: 9.17 eV
**Total energy**: -37704.64000 eV
**HOMO level**: -8.7014 eV

---

[3]
ORCA calculation (wB97M-V/def2-TZVPD) on C12H23As2CuF12N3O3 as an isolated structure.

Each line ends with the Löwdin spin population.
CARTESIAN COORDINATES (ANGSTROEM)
H  2.617  2.370  -0.574  0.0000
O  -2.284  0.350  -0.805  0.0187
H  -2.298  -3.096  3.534  0.0000
C  -2.424  1.455  -1.663  0.0016
F  -1.403  2.220  4.876  0.0000
H  -1.339  -1.767  4.311  0.0001
F  2.835  -3.337  -1.440  0.0000
C  -3.342  0.197  0.135  0.0009
H  -1.918  1.190  -2.599  0.0000
C  -0.031  -3.718  -3.376  -0.0001
H  0.723  3.853  -0.676  0.0008
H  -0.539  -3.293  3.743  -0.0001
H  -1.564  3.486  -1.696  0.0007
H  -0.889  -4.348  -3.604  0.0000
C  -1.067  -2.062  2.246  0.0036
O  -0.313  2.047  -0.820  0.0210
H  0.623  2.728  -4.350  0.0000
H  -4.292  -0.122  -0.294  0.0003
As  2.278  -3.304  0.221  0.0000
N  -0.838  -2.009  -1.591  0.0037
C  0.535  2.942  -0.097  0.0012
H  -3.536  1.110  0.710  0.0000
O  1.683  0.903  0.565  0.0156
H  1.903  1.643  -4.945  0.0000
C  1.853  2.272  0.200  0.0016
H  -2.991  -0.500  0.890  0.0002
F  0.331  2.658  3.121  0.0000
H  2.174  2.774  1.119  0.0004
F  3.736  -2.478  0.680  0.0000
Cu  -0.180  -0.119  -0.249  0.8910
F  -2.475  0.570  3.309  0.0000
H  3.670  0.441  0.688  0.0001
C  -1.346  -2.572  3.584  0.0000
F  0.782  -4.123  -0.207  0.0000
H  2.295  2.775  -3.678  0.0000
H  -2.076  2.889  -0.127  -0.0001
F  1.491  -1.756  -0.145  -0.0003
H  -3.449  1.739  -1.893  0.0006
H  2.918  1.067  2.223  0.0002
F  -2.050  2.847  2.545  0.0000
H  2.592  -0.591  1.631  0.0002
C  1.194  1.099  -3.098  0.0007
C  2.794  0.435  1.344  0.0009
H  0.357  -3.169  -4.230  0.0000
N  -0.888  -1.677  1.187  0.0347
H  0.753  -4.308  -2.900  0.0000
C  -1.593  2.593  -1.068  0.0012
C  -0.469  -2.736  -2.392  0.0000
F  3.086  -4.832  0.468  0.0000
As  -1.064  1.611  3.288  0.0000
F  1.692  -3.253  1.858  0.0000
C  1.495  2.147  -4.066  0.0001
F  -0.104  0.344  3.963  0.0000
N  0.996  0.256  -2.352  0.0011
H  0.000  3.194  0.821  -0.0001
F  -0.643  0.966  1.676  -0.0004

**Relative energy (zero: lowest compared OMol25 entry of this formula, charge and spin)**: 0.0 kJ/mol
**Spin multiplicity**: 2
**Gap between HOMO and LUMO (spin up / spin down)**: 10.59 / 7.77 eV
**Total energy**: -222361.06542 eV
**HOMO level (spin up / spin down)**: -10.8152 / -10.7979 eV